# 1
Computed, not measured: a molecular structure, C19H25Cl2DyO2P2, with ωB97M-V with the def2-TZVPD basis set.

Results
Spin multiplicity = 6
E_HOMO (alpha / beta) = -0.5331 / -0.5339 hartree
HOMO-LUMO gap (alpha / beta) = 4.33 / 4.46 eV
Net charge = +2

XYZ file:
```
51
Properties=species:S:1:pos:R:3:forces:R:3
H 2.4471 -5.0883 2.0038 -0.11 0.31 -0.02
O -1.8941 -1.5273 -1.5338 5.61 0.30 -1.13
C 1.7261 -1.7561 2.2654 -0.29 -0.18 -0.07
C -1.7601 1.5956 -3.9919 -0.45 -0.18 0.59
C -0.2595 1.2929 2.5018 0.48 -0.11 -0.23
H -2.2386 2.0360 1.9549 0.31 0.13 0.13
P -0.8040 -0.3815 1.9010 0.00 0.14 0.66
H -2.5601 -0.0548 3.5320 0.14 -0.41 0.01
H -1.6136 1.8614 -5.0507 -0.06 -0.10 0.41
H 1.2863 -0.5678 -4.4547 -0.22 0.09 -0.23
H -2.5220 0.8131 -3.8931 -0.03 0.24 -0.20
C 0.2007 -2.7033 -2.0907 1.99 0.07 -0.76
H -1.7533 4.3740 2.6249 0.22 -0.25 0.15
Cl 0.5144 3.4068 -0.5312 0.00 -0.54 -0.17
C 0.5254 -4.2023 1.5769 0.05 -0.03 -0.02
C 0.2473 3.9219 3.3284 -0.11 -0.17 -0.13
H 0.4440 4.9481 3.6409 0.02 -0.32 -0.10
Cl 2.4667 -0.3377 -1.0372 -0.41 -0.07 -0.14
H 0.9275 -2.3197 -2.8260 -0.06 -0.21 0.35
P -0.1828 0.9831 -3.3230 0.00 0.62 -2.19
H 1.8752 2.3010 -3.3610 -0.19 0.15 -0.31
C -0.7444 -1.6516 -1.7862 -6.70 -1.81 0.84
H -1.2779 -3.0534 1.2668 0.25 -0.09 0.15
C 1.8708 -4.1634 1.9637 -0.07 0.26 -0.04
H 1.7398 0.8519 3.2426 -0.22 0.35 0.00
C 0.2753 -0.1804 -4.6463 0.18 -0.55 0.29
C -0.2233 -3.0310 1.5619 0.11 0.52 0.04
C 0.3610 -1.7997 1.9454 0.68 0.09 -0.29
H -0.4367 -1.0157 -4.6864 0.17 0.14 -0.19
H 1.0065 2.3653 -4.9399 -0.12 -0.08 0.44
Dy 0.4143 0.9497 -0.5342 0.83 1.10 1.78
C 1.2224 2.9344 3.4840 0.06 0.12 0.08
C 0.9787 1.6166 3.0899 -0.22 0.20 -0.34
H 0.0555 -5.1471 1.2874 0.19 0.32 0.19
C 0.8902 2.3930 -3.8441 0.56 0.17 0.80
C -1.7875 -0.8222 3.3764 -0.74 -0.21 0.05
C -0.9950 3.6028 2.7698 0.05 -0.17 0.08
C 2.4667 -2.9393 2.2854 0.05 -0.24 -0.07
H 0.2578 0.3819 -5.5942 -0.01 -0.39 0.34
H 0.7589 -2.9861 -1.1833 -0.13 0.33 0.03
H -2.0792 2.4751 -3.4181 -0.01 -0.15 -0.24
H 2.2176 -0.8085 2.4849 -0.10 -0.42 -0.01
H 0.4456 3.3455 -3.5226 0.12 -0.35 -0.08
H 2.1896 3.1999 3.9163 -0.33 -0.13 -0.09
H -2.2345 -1.8155 3.2209 -0.01 0.40 0.20
C -1.2598 2.2943 2.3774 0.43 -0.30 -0.34
H -1.1218 -0.8533 4.2586 -0.18 0.05 -0.52
H -0.2977 -3.6047 -2.4981 -0.43 0.66 0.22
O -3.2207 0.9230 -0.8642 4.09 -0.24 0.25
C -2.0706 0.8513 -0.7983 -5.07 0.94 -0.08
H 3.5256 -2.9079 2.5482 -0.33 0.00 -0.06
```
Positions in Å, forces in eV/Å.

Results of the Löwdin charge analysis, in e, for atoms 1 through 8:
1. H 0.122
2. O 0.225
3. C -0.097
4. C -0.241
5. C -0.447
6. H 0.106
7. P 0.931
8. H 0.060

# 2
Computed, not measured: a molecular structure, C32H26Cl3IN3O3Rh, with ωB97M-V with the def2-TZVPD basis set.

Results
E_HOMO = -0.2894 hartree
HOMO-LUMO gap = 6.79 eV
ΔE to the lowest compared entry with this formula, charge and spin = 114.2 kJ/mol
Net charge = 0

XYZ file:
```
69
Properties=species:S:1:pos:R:3:forces:R:3
Rh -0.5493 0.2075 0.9227 0.43 0.42 -2.08
C -0.0174 -2.2252 -0.6381 0.29 0.31 0.72
H 7.0436 -2.5258 -2.4551 -0.04 0.00 0.01
H 1.3108 -2.3661 -2.8274 -0.05 0.00 0.05
C -3.2374 -4.4195 1.4132 0.21 0.06 0.01
H -3.4878 -2.3376 -0.0298 -0.03 0.01 -0.02
O 0.9981 0.3960 2.0056 0.60 0.50 0.46
H -1.7250 5.2316 0.0531 0.02 -0.01 -0.01
H 5.5438 -3.9891 -3.8051 -0.02 0.03 0.00
H -2.8810 -3.6599 3.8476 -0.03 0.01 0.01
H -0.7126 3.0780 -2.6053 0.01 -0.04 -0.03
I 3.9119 0.4883 3.3238 0.04 -0.01 -0.01
H 6.0557 -0.6331 -1.1880 -0.02 0.00 -0.03
C -2.7704 1.4974 2.2592 -0.47 -0.10 0.24
C 1.1669 -0.3040 -2.8246 0.33 -0.27 -0.14
H -3.8611 -4.5281 0.5248 -0.01 0.00 0.00
C 4.0834 -0.9767 -1.9093 0.05 0.01 0.17
H 2.6954 0.7867 -3.8431 -0.02 0.03 0.07
C -0.7627 0.9648 -2.2002 -0.22 0.04 -0.28
Cl 2.7992 -3.8817 -4.3238 0.04 0.10 0.07
O 0.1561 -1.5724 0.5013 -0.04 -1.25 -0.29
H -2.0470 2.2231 2.5954 0.01 -0.02 0.08
H -5.3498 -1.1397 1.1843 0.01 -0.01 0.06
C 5.1555 -3.1276 -3.2789 0.03 -0.05 0.02
Cl 3.4753 0.2658 -0.8562 -0.05 -0.02 -0.01
C -0.1199 -0.2630 -2.2814 -0.13 -0.15 0.33
H 4.1246 3.5626 2.9396 -0.02 -0.04 0.02
H -3.6107 -5.1005 2.1777 0.00 -0.01 0.00
C -2.9315 -2.0980 0.8800 0.08 0.02 0.21
C 3.8102 -2.8355 -3.3657 -0.04 0.01 -0.13
C 5.4415 -1.2488 -1.8315 0.04 0.06 0.03
C 2.7298 1.9698 2.4878 0.45 0.20 0.29
C 2.3703 4.3223 2.0446 -0.11 0.23 0.01
C 0.7452 2.6695 1.4060 -0.28 0.25 -0.24
H -6.1116 1.0028 2.1406 -0.01 0.00 -0.01
C -2.3530 0.3085 1.6531 0.43 0.39 0.34
C 3.2277 -1.7344 -2.7148 -0.17 0.02 -0.18
C -3.2684 -0.6903 1.3213 -0.14 0.08 -0.10
C 0.1889 4.9590 0.9644 0.07 0.15 0.03
H -2.8869 -1.9104 3.6101 -0.01 0.01 -0.02
H -4.4314 2.6637 2.9301 -0.02 -0.01 -0.02
C 5.9845 -2.3149 -2.5218 0.00 -0.01 -0.02
C -2.6087 -2.8628 3.1571 0.19 -0.02 -0.17
C -0.1861 2.1340 -2.6792 0.00 -0.04 0.00
N -0.4041 2.2638 0.8002 -0.68 -0.10 0.86
H -1.7675 -1.2295 -1.3554 -0.04 -0.09 -0.12
H -2.2110 -4.7234 1.1498 -0.01 0.02 0.01
C -4.1150 1.7456 2.4502 -0.03 -0.03 0.05
H -1.5132 -2.8726 3.0295 -0.04 -0.04 0.00
H 1.5151 2.9552 -3.6993 0.01 -0.04 0.03
O 0.4035 -3.3468 -0.8134 0.06 -0.09 -0.08
C -0.7860 -1.5156 -1.7477 0.04 0.35 -0.12
H 0.4339 6.0127 0.9956 -0.02 -0.02 0.04
C 1.7251 0.8510 -3.3632 0.08 0.11 -0.05
C 3.1581 3.3228 2.5176 0.14 -0.41 0.07
C -4.6288 -0.3847 1.4759 -0.01 -0.02 0.01
H -0.9316 -2.2632 -2.5284 -0.12 0.07 -0.08
C -0.9956 4.5319 0.4363 -0.07 -0.19 -0.23
H -1.7751 0.9891 -1.8056 0.00 0.01 0.08
N -3.3197 -3.0554 1.9028 -0.50 -0.01 0.13
C -5.0538 0.8096 2.0200 0.00 -0.02 0.01
H -2.1587 2.7759 -0.1099 -0.04 0.02 0.12
Cl 2.8992 5.9769 2.1602 -0.05 -0.13 -0.05
C 1.5112 1.6315 1.9710 -0.28 -0.60 0.17
H -1.8687 -2.1805 0.6632 -0.02 -0.09 0.05
C -1.2560 3.1515 0.3542 0.13 0.38 -0.39
C 1.1102 4.0227 1.4744 0.02 0.04 -0.14
N 1.8590 -1.5198 -2.8612 -0.05 0.07 0.18
C 1.0609 2.0650 -3.2808 0.05 -0.05 0.00
```
Positions in Å, forces in eV/Å.

Results of the Löwdin charge analysis, in e, for atoms 1 through 8:
1. Rh 1.230
2. C -0.629
3. H 0.107
4. H 0.094
5. C -0.097
6. H 0.129
7. O -0.217
8. H 0.114

# 3
Computed, not measured: C11H9BrN2 in the gas phase, with ωB97M-V with the def2-TZVPD basis set.

Results
E_HOMO = -0.2987 hartree
HOMO-LUMO gap = 8.20 eV
ΔE to the lowest compared entry with this formula, charge and spin = 427.2 kJ/mol
Net charge = 0

XYZ file:
```
23
Properties=species:S:1:pos:R:3:forces:R:3
H 3.4918 -0.7268 -0.1621 0.16 0.03 0.03
C -1.7368 -0.2685 0.6648 0.16 0.32 -0.19
H 1.3348 0.2134 -1.5603 -0.10 0.30 1.16
C -0.3323 1.7988 0.3601 -0.59 1.99 0.68
H -2.4585 -0.4010 1.4648 0.32 -0.78 0.27
H -2.4294 0.0196 -2.1997 1.22 -1.74 0.70
C 2.5572 -0.4408 0.3067 0.06 2.26 -0.48
N 1.7978 -1.5349 0.7499 1.30 -2.50 0.55
H -0.7110 -0.3564 -1.9986 0.40 -0.05 -0.30
H 3.3699 0.0267 2.2833 -0.32 0.69 -0.26
C 1.9071 1.3765 1.6085 -1.03 0.85 1.54
C -0.6109 -1.1902 0.3675 -3.26 -1.70 -0.28
C -1.5008 1.2242 0.5813 0.14 -1.55 -1.01
C 1.5607 0.4615 -0.4967 1.38 -0.19 0.11
H -2.6222 -2.1083 -0.5356 0.51 0.26 1.23
C 0.9740 1.2605 0.4130 2.82 -1.65 -1.00
H -2.3567 1.8324 0.7374 -0.64 0.50 -0.04
N 2.7313 0.3751 1.5678 0.03 -0.61 -2.19
C -1.8737 -1.3017 -0.5147 1.23 0.88 1.40
H -1.8247 -1.6621 -2.6443 0.50 1.04 0.98
C -1.6675 -0.8334 -1.8771 -1.92 1.67 -3.36
C 0.6200 -1.4780 0.5090 -2.05 -0.25 0.51
Br -0.2201 3.7132 0.3749 -0.32 0.23 -0.06
```
Positions in Å, forces in eV/Å.

Results of the Löwdin charge analysis, in e, for atoms 1 through 8:
1. H 0.140
2. C -0.137
3. H 0.132
4. C -0.636
5. H 0.134
6. H 0.124
7. C -0.277
8. N 0.133

no.,strongest force on any atom (eV Å⁻¹)
1,7.0
2,2.2
3,4.2